{
  "formula": "C3H3N3O2",
  "method": "ωB97M-V with the def2-TZVPD basis set",
  "total_energy_ha": -430.5845,
  "orbital_gap_ha": [0.2742, 0.3112],
  "e_homo_ha": [-0.352, -0.378],
  "relative_energy_kcal_mol": 211.11,
  "elements": ["C", "C", "C", "N", "N", "N", "O", "O", "H", "H", "H"],
  "positions_angstrom": [[-1.03857, 1.25050, -3.55247], [0.05343, 0.32781, -1.61328], [-0.59448, 0.06855, 0.88140], [-1.68257, 1.73082, -4.37674], [-0.18081, 0.68774, -2.76553], [-1.87323, 0.57674, 0.98308], [-2.81060, -0.17105, 0.73057], [-1.99187, 1.75357, 1.30710], [0.96999, -0.15109, -1.31533], [-0.48729, -0.99713, 0.79517], [0.22130, 0.69477, 1.19455]]
}

---

{
  "formula": "C3H3N3O2",
  "method": "ωB97M-V with the def2-TZVPD basis set",
  "total_energy_ha": -430.6874,
  "orbital_gap_ha": 0.3321,
  "e_homo_ha": -0.368,
  "smiles": "O=Cc1ncnn1O",
  "relative_energy_kcal_mol": 146.59,
  "elements": ["O", "C", "C", "N", "C", "N", "N", "O", "H", "H", "H"],
  "positions_angstrom": [[-2.30204, 0.58382, -0.33656], [-1.29359, 1.50319, -0.33410], [0.00078, 0.75723, -0.09516], [1.31450, 1.02396, 0.31046], [1.81645, -0.26234, 0.45495], [1.04381, -1.21249, 0.04200], [-0.09265, -0.62078, -0.22215], [-1.23038, -1.39599, -0.46063], [-1.22998, 2.59833, -0.37775], [2.76100, -0.63377, 0.91710], [-0.78791, -2.34116, 0.10184]]
}